(1)
96
Properties=species:S:1:pos:R:3:mulliken_charge:R:1 method="wB97M-V/def2-TZVPD" e_tot_ha=-2732.37508 lumo_energy_ev=-0.04 charge=0 orbital_gap_ha=0.2924 homo_ev=-8.00 de_lowest_ev=0.000
Rb -0.118 -0.508 -0.113 0.015
C -1.537 5.179 1.646 -1.289
C -1.748 3.702 1.730 0.376
C -2.643 3.032 2.531 -0.871
C -2.442 1.672 2.240 -0.425
N -1.494 1.525 1.327 0.601
N -1.063 2.780 1.011 0.114
B 0.041 3.126 -0.026 -0.702
N 1.454 2.623 0.398 0.175
N 1.786 1.322 0.617 0.838
C 3.052 1.309 1.011 -0.784
C 3.565 2.614 1.048 -1.095
C 2.516 3.420 0.653 0.776
C 2.519 4.909 0.523 -1.311
C 3.751 0.007 1.339 2.590
C 5.167 0.288 1.838 -2.337
C 3.832 -0.870 0.084 -1.617
C 2.979 -0.741 2.432 -1.462
N -0.357 2.757 -1.485 0.313
N -0.635 1.499 -1.918 0.667
C -0.971 1.595 -3.195 -0.759
C -0.916 2.932 -3.615 -1.208
C -0.522 3.639 -2.497 0.878
C -0.313 5.115 -2.386 -1.316
C -1.339 0.360 -3.989 2.621
C -1.766 0.757 -5.402 -2.345
C -0.132 -0.581 -4.082 -1.532
C -2.502 -0.369 -3.306 -1.554
C -3.182 0.511 2.860 2.416
C -2.974 0.539 4.380 -1.879
C -2.688 -0.827 2.320 -1.490
C -4.678 0.648 2.552 -1.879
H -2.220 5.671 2.338 0.374
H -0.519 5.461 1.914 0.171
H -1.731 5.563 0.644 0.161
H -3.339 3.475 3.227 0.538
H 0.123 4.315 -0.021 -0.271
H 4.554 2.942 1.325 0.539
H 3.505 5.284 0.797 0.362
H 2.306 5.230 -0.497 0.132
H 1.782 5.379 1.174 0.151
H 5.761 0.794 1.074 0.425
H 5.155 0.916 2.732 0.461
H 5.668 -0.650 2.089 0.411
H 4.325 -0.337 -0.731 0.446
H 4.397 -1.784 0.291 0.451
H 2.844 -1.170 -0.265 0.168
H 2.923 -0.147 3.347 0.418
H 1.956 -0.953 2.117 0.106
H 3.471 -1.691 2.663 0.422
H -1.133 3.342 -4.588 0.536
H -0.526 5.574 -3.351 0.348
H -0.970 5.566 -1.642 0.153
H 0.712 5.364 -2.112 0.138
H -0.953 1.256 -5.933 0.427
H -2.046 -0.132 -5.971 0.410
H -2.624 1.432 -5.380 0.457
H 0.729 -0.070 -4.518 0.399
H 0.166 -0.952 -3.100 0.191
H -0.371 -1.449 -4.703 0.415
H -3.383 0.274 -3.248 0.407
H -2.767 -1.273 -3.862 0.396
H -2.243 -0.658 -2.286 0.164
H -1.915 0.445 4.627 0.349
H -3.335 1.475 4.809 0.404
H -3.517 -0.284 4.854 0.429
H -1.626 -0.971 2.531 0.064
H -3.245 -1.634 2.805 0.596
H -2.841 -0.909 1.243 0.149
H -5.074 1.588 2.940 0.397
H -4.854 0.631 1.475 0.358
H -5.239 -0.172 3.009 0.433
N 0.203 -5.878 0.740 -0.423
C -1.166 -5.786 0.205 -0.859
C -1.480 -4.328 -0.098 -0.336
N -1.295 -3.448 1.056 -0.073
C 0.018 -3.642 1.670 0.145
C 0.328 -5.098 1.982 -1.080
H 1.266 -5.458 -0.473 0.516
H 0.423 -6.850 0.930 0.238
H -1.893 -6.178 0.930 0.383
H -1.231 -6.389 -0.702 0.411
H -2.504 -4.230 -0.460 0.542
H -0.816 -3.980 -0.893 -0.052
H -2.023 -3.623 1.741 0.280
H 0.084 -3.036 2.575 0.389
H 0.769 -3.286 0.963 -0.216
H -0.362 -5.472 2.751 0.407
H 1.346 -5.198 2.361 0.447
Cl 4.271 -3.086 -2.712 -0.138
C 2.901 -4.162 -2.993 0.009
Cl 1.933 -3.653 -4.384 -0.128
C 2.008 -4.183 -1.750 0.505
O 1.894 -5.406 -1.276 -0.599
O 1.491 -3.189 -1.304 -0.352
H 3.287 -5.150 -3.204 0.371



(2)
90
Properties=species:S:1:pos:R:3:mulliken_spin:R:1 method="wB97M-V/def2-TZVPD" e_tot_ha=-5120.73770 lumo_energy_ev="-7.26 / -8.16" charge=+2 orbital_gap_ha="0.2025 / 0.1632" spin_multiplicity=3 homo_ev="-12.77 / -12.60" de_lowest_ev=0.103
N -5.161 2.974 -4.543 0.138
C -5.225 3.369 -3.263 -0.054
C -4.285 2.966 -2.304 0.131
C -3.198 2.139 -2.715 0.082
C -3.162 1.734 -4.077 0.135
C -4.153 2.201 -4.941 -0.059
C -2.113 1.831 -1.843 0.291
Pd -0.126 0.200 -0.960 0.707
P 3.162 -0.469 -0.768 0.061
C -0.825 1.393 -2.358 -0.074
C 0.192 2.488 -2.327 -0.013
C 1.203 2.529 -3.305 0.015
C 2.040 3.637 -3.381 -0.001
C 1.853 4.696 -2.477 0.031
C 0.899 4.633 -1.456 -0.016
C 0.087 3.512 -1.372 0.034
Br 2.953 6.165 -2.589 0.008
H -2.222 2.195 -0.814 -0.007
H -0.823 0.735 -3.235 0.096
H -4.345 3.367 -1.294 0.007
H -2.327 1.147 -4.465 0.028
H -6.061 4.020 -2.994 -0.001
H -4.101 1.902 -5.994 -0.001
H 1.334 1.664 -3.967 -0.007
H -0.641 3.443 -0.565 -0.006
H 2.820 3.669 -4.137 0.000
H 0.783 5.442 -0.731 0.000
P -1.088 -1.928 -1.114 0.104
C 2.840 1.313 -0.718 -0.009
C 4.143 2.125 -0.757 0.003
H 2.237 1.562 0.169 0.000
H 2.218 1.537 -1.592 0.001
H 3.990 3.108 -0.293 0.000
H 4.940 1.598 -0.214 -0.003
H 4.474 2.293 -1.790 0.001
C 3.134 -1.061 -2.505 0.017
C 4.481 -1.496 -3.100 -0.003
H 2.667 -0.275 -3.119 -0.004
H 2.488 -1.948 -2.524 0.003
H 4.348 -1.685 -4.172 0.000
H 5.258 -0.735 -2.969 0.000
H 4.820 -2.432 -2.641 0.000
C 2.010 -1.416 0.260 -0.008
C 2.689 -1.985 1.507 0.000
H 1.620 -2.219 -0.388 0.000
H 1.141 -0.759 0.541 0.010
H 2.029 -2.680 2.045 0.001
H 3.590 -2.535 1.207 -0.003
H 2.987 -1.179 2.193 0.000
C -0.880 -3.025 0.344 -0.001
C -1.427 -4.433 0.102 0.009
H -1.381 -2.506 1.183 0.006
H 0.186 -3.062 0.601 -0.001
H -2.523 -4.449 0.101 -0.001
H -1.072 -4.858 -0.849 0.000
H -1.100 -5.090 0.915 0.001
C -0.078 -2.700 -2.448 0.099
C -0.663 -2.639 -3.857 0.005
H 0.157 -3.732 -2.148 0.007
H 0.860 -2.124 -2.438 -0.053
H -1.484 -3.359 -3.985 0.000
H -1.043 -1.641 -4.108 0.001
H 0.132 -2.872 -4.575 0.001
C -2.787 -2.322 -1.687 0.013
C -3.918 -2.210 -0.674 0.004
H -2.733 -3.354 -2.083 0.009
H -2.983 -1.667 -2.556 -0.002
H -4.873 -2.160 -1.211 0.001
H -3.965 -3.080 -0.007 0.000
H -3.824 -1.301 -0.071 0.002
C 1.644 2.131 4.591 0.001
C 0.321 1.480 4.251 0.003
N 0.231 1.062 2.834 0.027
C -0.801 0.275 2.426 0.027
S -1.679 0.523 1.005 0.179
N -1.185 -0.737 3.244 0.021
C -0.188 -1.655 3.841 0.001
C -0.822 -2.322 5.047 0.000
H 2.495 1.490 4.339 0.000
H 1.665 2.301 5.674 0.000
H 1.774 3.108 4.113 0.000
H 0.181 0.583 4.858 0.001
H -0.507 2.171 4.474 0.001
H 0.407 1.826 2.180 0.002
H -2.051 -1.199 2.947 -0.001
H 0.137 -2.402 3.093 0.003
H 0.697 -1.067 4.109 0.000
H -1.611 -3.025 4.743 0.000
H -0.051 -2.872 5.601 0.000
H -1.260 -1.559 5.704 -0.001



(3)
117
Properties=species:S:1:pos:R:3:mulliken_charge:R:1 method="wB97M-V/def2-TZVPD" e_tot_ha=-6005.15274 lumo_energy_ev=0.06 charge=-1 orbital_gap_ha=0.1797 homo_ev=-4.83
C 2.380 -3.339 1.990 -0.776
O 2.936 -2.888 0.791 -0.278
C 2.196 -2.011 0.018 0.756
Cl 0.956 -3.249 -0.739 -0.194
C 1.316 -1.004 0.784 -0.011
C -0.095 -1.409 1.278 -1.737
C -1.226 -1.029 0.319 0.304
S -2.845 -1.359 1.115 -0.159
C -3.982 -1.065 -0.266 0.111
S -4.509 -2.266 -1.188 -0.168
N -4.387 0.280 -0.503 0.302
C -5.660 0.814 -0.431 -0.144
C -5.493 2.125 -0.749 -0.623
N -4.171 2.421 -1.039 -0.561
C -3.553 1.283 -0.854 -0.284
C 3.163 -1.358 -1.107 1.539
C 2.996 -2.131 -2.451 -2.650
C 1.764 -2.068 -3.401 -1.002
O 2.195 -1.954 -4.756 -0.661
C 0.599 -1.051 -3.212 0.945
F -0.584 -1.697 -3.457 -0.365
F 0.631 -0.113 -4.186 -0.374
F 0.444 -0.484 -2.018 0.372
C 4.641 -1.857 -0.681 -0.213
O 5.306 -2.571 -1.470 -0.823
O 5.179 -1.484 0.394 -0.578
N 3.096 0.095 -1.169 1.952
C 3.103 0.776 -2.443 -0.608
C 2.127 2.013 -2.543 -1.416
S 1.173 2.336 -1.028 0.087
C 1.643 3.941 -0.507 0.285
N 2.802 4.471 -0.652 0.061
N 2.778 5.755 -0.159 -0.784
C 1.577 5.914 0.271 -0.008
O 0.803 4.839 0.090 -0.328
C 4.007 0.873 -0.335 -2.397
C 3.794 0.869 1.180 0.505
C 4.794 1.753 1.933 0.532
F 5.393 1.024 2.918 -0.271
F 4.181 2.786 2.552 -0.320
F 5.792 2.232 1.178 -0.302
H 3.109 -4.020 2.445 0.336
H 1.440 -3.906 1.910 0.250
H 2.213 -2.557 2.752 0.272
H 1.179 -0.047 0.274 -0.299
H 1.856 -0.757 1.707 -0.042
H -0.278 -0.782 2.172 0.670
H -0.179 -2.426 1.671 0.367
H -1.195 -1.573 -0.629 0.181
H -1.166 0.039 0.075 -0.107
H -6.549 0.258 -0.175 0.488
H -6.255 2.893 -0.802 0.383
H -2.479 1.267 -1.001 0.579
H 3.825 -1.760 -3.066 0.720
H 3.190 -3.184 -2.257 0.689
H 1.287 -3.052 -3.409 0.733
H 2.813 -1.219 -4.838 0.449
H 4.108 1.210 -2.599 0.859
H 2.921 0.231 -3.371 -0.220
H 2.726 2.915 -2.729 0.579
H 1.437 1.947 -3.387 0.772
H 1.273 6.844 0.732 0.449
H 5.079 0.689 -0.520 0.339
H 3.928 1.948 -0.575 1.063
H 3.821 -0.111 1.659 -0.519
H 2.805 1.303 1.398 0.274
C -10.531 -5.942 1.845 -0.755
O -9.965 -4.645 2.107 -0.320
P -9.065 -3.958 0.856 0.940
O -7.768 -3.784 1.574 -0.601
O -9.948 -2.604 0.802 -0.274
C -10.620 -2.088 1.942 -0.597
O -8.604 -3.665 -0.709 -0.275
C -7.828 -4.700 -1.335 -0.714
H -11.067 -6.268 2.733 0.242
H -11.233 -5.895 1.008 0.345
H -9.743 -6.665 1.620 0.330
H -9.972 -2.075 2.818 0.315
H -11.519 -2.669 2.144 0.231
H -10.920 -1.066 1.715 0.248
H -8.367 -5.648 -1.315 0.310
H -6.866 -4.811 -0.832 0.325
H -7.658 -4.412 -2.370 0.244
C -1.604 5.122 -3.781 -0.781
O -0.380 5.223 -4.540 -0.085
P -0.542 5.325 -6.209 0.856
O 0.263 4.127 -6.598 -0.623
O 0.283 6.710 -6.329 -0.319
C 1.303 7.067 -5.404 -0.546
O -1.275 5.691 -7.654 -0.313
C -2.321 4.796 -8.059 -0.695
H -1.350 5.050 -2.726 0.171
H -2.223 6.011 -3.935 0.378
H -2.162 4.231 -4.074 0.345
H 1.987 6.239 -5.222 0.278
H 0.860 7.407 -4.469 0.226
H 1.864 7.895 -5.836 0.254
H -3.097 4.735 -7.295 0.306
H -1.915 3.803 -8.253 0.314
H -2.760 5.188 -8.973 0.232
C 7.703 -1.068 7.895 -0.758
O 6.440 -1.596 8.338 -0.327
P 5.204 -1.625 7.189 1.017
O 4.196 -0.793 7.915 -0.686
O 4.937 -3.215 7.342 -0.274
C 5.185 -3.914 8.550 -0.610
O 4.545 -1.698 5.680 -0.236
C 4.623 -0.482 4.904 -0.391
H 8.398 -1.095 8.732 0.238
H 8.110 -1.672 7.080 0.354
H 7.589 -0.034 7.561 0.329
H 4.777 -3.384 9.411 0.316
H 6.254 -4.079 8.678 0.226
H 4.698 -4.886 8.475 0.240
H 5.656 -0.160 4.810 0.392
H 4.030 0.304 5.375 0.364
H 4.228 -0.687 3.916 -0.167



(4)
102
Properties=species:S:1:pos:R:3:mulliken_charge:R:1 method="wB97M-V/def2-TZVPD" e_tot_ha=-3324.99909 lumo_energy_ev=0.19 charge=0 orbital_gap_ha=0.3703 homo_ev=-9.88 de_lowest_ev=0.000
O -0.396 -5.449 -5.580 -0.613
C -0.720 -5.502 -4.426 0.404
O -0.495 -4.467 -3.577 -0.301
C -1.137 -4.722 -2.301 0.600
C -1.338 -6.200 -2.255 -0.618
C -1.443 -6.607 -3.697 -0.403
H -2.075 -4.157 -2.288 -0.146
H -0.536 -4.324 -1.491 -0.175
H -2.164 -6.587 -1.653 0.368
H -0.497 -6.726 -1.790 0.306
H -2.483 -6.608 -4.040 0.230
H -1.054 -7.604 -3.892 0.330
O -5.096 2.295 -0.330 -0.612
C -4.537 2.374 0.726 0.651
O -5.208 2.227 1.907 -0.413
C -4.258 2.162 2.962 -0.641
C -3.031 1.575 2.311 1.177
C -3.022 2.370 1.047 0.119
H -4.576 1.653 3.870 0.392
H -4.042 3.196 3.264 0.270
H -3.065 0.534 1.980 -0.521
H -2.114 1.725 2.887 0.041
H -2.281 2.124 0.293 -0.533
H -2.801 3.440 1.177 0.171
O 0.717 -2.444 -1.214 -0.606
C 0.626 -1.235 -1.196 0.154
O -0.298 -0.574 -1.850 -0.324
C -0.242 0.819 -1.645 0.517
C 1.030 1.084 -0.833 -0.185
C 1.516 -0.287 -0.384 0.837
H -1.098 1.037 -0.977 -0.825
H -0.549 1.507 -2.433 0.433
H 0.983 1.843 -0.060 0.327
H 1.745 1.389 -1.611 -0.025
H 1.148 -0.483 0.627 -0.709
H 2.575 -0.508 -0.402 0.417
O 6.802 -0.191 0.407 -0.591
C 6.435 0.165 -0.667 0.539
O 6.547 -0.647 -1.744 -0.387
C 5.935 -0.019 -2.893 -0.320
C 5.982 1.469 -2.581 -0.542
C 5.754 1.460 -1.079 0.278
H 4.901 -0.378 -2.849 0.151
H 6.368 -0.372 -3.824 0.333
H 5.257 2.053 -3.150 0.315
H 6.935 1.948 -2.821 0.288
H 4.684 1.409 -0.879 -0.354
H 6.225 2.256 -0.510 0.326
O -2.728 -1.159 0.032 -0.497
C -3.675 -1.654 -0.510 0.301
O -4.005 -2.931 -0.390 -0.385
C -5.131 -3.296 -1.227 -0.335
C -5.612 -1.985 -1.920 -0.638
C -4.676 -0.928 -1.370 -0.001
H -5.894 -3.696 -0.567 0.318
H -4.759 -4.012 -1.951 0.228
H -6.671 -1.784 -1.785 0.332
H -5.488 -2.162 -2.989 0.227
H -5.175 -0.096 -0.867 0.040
H -4.090 -0.348 -2.090 0.274
O 3.607 1.600 1.201 -0.496
C 3.102 1.478 2.290 0.119
O 2.060 0.686 2.481 0.056
C 1.408 0.928 3.765 0.175
C 2.624 1.418 4.580 -0.915
C 3.554 2.123 3.593 -0.452
H 1.047 -0.005 4.184 0.042
H 0.653 1.711 3.715 0.103
H 3.114 0.534 4.995 0.328
H 2.393 1.998 5.475 0.452
H 4.563 1.867 3.902 0.296
H 3.415 3.201 3.527 0.318
O -1.995 -3.393 5.070 -0.643
S -1.031 -2.629 4.326 1.173
O -0.157 -1.711 5.021 -0.676
O -0.025 -3.740 3.642 -0.401
C 1.094 -3.265 2.879 0.311
C 1.126 -4.007 1.559 -1.108
C -1.734 -1.751 2.898 -0.359
H 1.988 -3.460 3.476 0.369
H 1.076 -2.180 2.742 -0.202
H 1.210 -5.086 1.707 0.432
H 1.972 -3.748 0.930 0.377
H 0.125 -3.831 1.161 0.118
H -1.074 -1.372 2.123 -0.074
H -2.159 -0.913 3.451 0.280
H -2.490 -2.403 2.472 0.394
O -1.108 4.081 -0.551 -0.397
S -0.764 5.389 -1.040 1.139
O -0.412 6.453 -0.129 -0.655
O 0.521 5.182 -2.060 -0.388
C 1.698 4.688 -1.417 -0.010
C 2.696 5.813 -1.120 -1.224
C -1.896 5.909 -2.316 -0.995
H 2.138 3.899 -2.027 0.387
H 1.396 4.165 -0.505 0.055
H 2.171 6.755 -0.970 0.344
H 3.359 5.995 -1.967 0.338
H 3.271 5.569 -0.228 0.314
H -2.887 5.919 -1.872 0.379
H -1.784 5.275 -3.192 0.317
H -1.568 6.884 -2.675 0.385